Density functional theory data (ωB97M-V with the def2-TZVPD basis set) for a 7-piece molecular cluster, C57H67ClF3I2N8O4PS2 overall in a non-equilibrium geometry.

The geometry in XYZ format:
```
145
Properties=species:S:1:pos:R:3:forces:R:3
C -1.679 1.782 4.015 2.8 0.0 -0.7
C -0.285 1.778 3.734 -2.4 -0.3 0.0
C 0.399 0.919 2.580 0.9 -1.7 -2.2
C 0.905 1.462 1.220 0.1 -3.7 1.1
C 1.525 0.487 0.159 -0.1 -0.5 1.9
C 1.999 1.214 -1.210 -0.7 0.6 1.4
C 0.655 1.571 -2.014 -0.3 -1.1 -0.3
C 0.813 1.621 -3.610 -0.3 1.0 0.4
C -0.682 1.647 -4.222 1.3 1.4 0.9
S -1.319 -0.011 -4.747 -7.9 -0.7 -1.4
O -2.139 0.194 -6.014 3.6 -0.2 2.8
O -2.279 -0.594 -3.719 4.1 1.5 -1.7
Cl 0.166 -1.405 -5.141 -0.3 1.0 0.4
C 1.701 -1.053 0.408 -1.6 2.1 2.5
C 2.323 -1.996 -0.728 -0.3 -0.5 -1.2
F 1.861 -1.637 -2.048 1.0 -0.6 3.0
F 3.753 -1.883 -0.817 -3.6 -0.6 0.3
F 1.914 -3.363 -0.594 1.5 3.6 -0.3
C 1.237 -1.603 1.812 -0.5 3.2 -0.7
C 0.581 -0.600 2.839 0.8 0.3 -2.4
S -0.028 -1.315 4.458 -0.4 -1.0 -2.1
C -0.756 -2.924 3.831 -0.2 -2.1 -1.9
C -2.088 -3.492 4.368 1.7 -1.2 -2.3
C -2.692 -4.799 3.797 3.2 1.3 -0.8
C -4.101 -5.333 4.347 -0.3 0.8 -0.9
C -5.226 -4.674 3.362 1.7 0.2 -0.9
O -6.409 -5.511 3.260 0.3 1.6 -0.3
C -5.534 -3.131 3.696 -0.7 -0.2 0.6
N -6.002 -2.338 2.521 0.1 -0.7 0.5
C -1.876 -5.508 2.656 0.6 3.2 1.3
P -2.665 -7.110 1.988 1.3 -1.8 2.9
O -2.566 -8.256 3.032 -0.5 2.6 -2.4
C -0.509 -4.928 2.118 -1.1 1.1 1.4
C 0.224 -5.800 0.984 0.3 -0.8 0.9
C 0.693 -7.256 1.529 0.9 -3.8 1.3
C 0.538 -7.715 3.010 0.9 -1.5 -1.5
C 0.937 -9.104 3.562 0.8 0.4 -3.6
C 1.561 -10.152 2.609 -1.5 4.3 -1.1
C 1.729 -9.734 1.115 -1.2 1.7 2.2
C 1.316 -8.329 0.554 -0.1 -0.9 3.0
C 1.556 -8.069 -1.009 -0.4 -1.0 1.2
C 0.107 -3.597 2.693 -4.6 -2.1 1.0
N 1.396 -3.042 2.200 -1.5 0.9 1.2
C 2.480 -3.213 3.224 1.6 0.5 0.5
I 2.152 -4.937 4.577 0.2 0.9 -0.4
C 3.958 -3.417 2.638 0.5 1.0 1.3
C 4.651 -2.057 2.083 0.7 -0.4 0.6
I 4.133 -5.106 1.233 -0.1 0.7 0.7
H -2.440 1.447 3.234 1.2 0.1 1.4
H -2.052 2.132 5.047 0.6 -0.2 -2.0
H 0.381 2.400 4.415 -0.8 -1.3 -0.8
H 0.810 2.591 1.023 0.2 -2.1 0.1
H 2.478 2.209 -0.865 -0.5 -1.7 -0.6
H 2.766 0.610 -1.795 -1.3 0.8 0.8
H 0.148 2.536 -1.625 1.0 -1.5 -0.6
H -0.095 0.721 -1.786 1.1 1.3 -0.4
H 1.321 2.614 -3.920 -0.8 -1.6 0.4
H 1.465 0.770 -4.010 -1.1 1.1 0.6
H -0.785 2.439 -5.055 0.1 -1.9 0.8
H -1.385 2.009 -3.378 0.8 -1.1 -1.4
H -2.634 -2.897 5.179 1.0 -1.1 -1.3
H -4.165 -6.483 4.306 0.2 1.8 0.1
H -4.304 -4.940 5.407 0.5 -0.8 -1.5
H -4.734 -4.682 2.310 -0.7 0.2 1.5
H -6.965 -5.051 2.581 0.5 -0.8 0.9
H -6.381 -3.110 4.484 1.3 -0.1 -1.1
H -4.654 -2.564 4.158 -1.1 -1.1 -0.7
H -5.230 -2.060 1.902 -0.6 -0.5 0.3
H -6.727 -2.865 2.006 0.7 0.6 0.2
H -4.024 -6.788 1.651 0.7 0.1 0.0
H -1.988 -7.413 0.754 -0.6 0.4 0.5
H 1.174 -5.305 0.591 -1.5 -0.3 0.6
H -0.501 -5.978 0.120 1.0 0.4 1.1
H 0.095 -6.970 3.760 0.7 -1.4 -1.4
H 0.775 -9.375 4.670 0.2 0.7 -2.0
H 1.849 -11.172 3.020 -0.4 1.5 -0.9
H 2.164 -10.535 0.415 -0.7 1.6 1.0
H 0.541 -8.220 -1.530 1.5 0.6 0.5
H 2.031 -7.051 -1.210 -0.8 -1.4 0.2
H 2.228 -8.927 -1.380 -0.9 1.5 0.5
H 2.544 -2.306 3.944 -0.2 -1.4 -1.2
H 4.612 -3.734 3.538 -1.3 0.3 -1.6
H 5.453 -1.727 2.851 -1.3 -0.6 -1.2
H 3.933 -1.178 1.986 0.9 -1.4 -0.2
H 5.215 -2.322 1.129 -1.0 0.8 1.2
C 4.098 6.123 -5.472 -0.2 0.2 0.1
C 4.511 4.770 -5.403 0.0 -0.3 0.1
C 3.862 4.198 -4.336 0.0 0.0 0.0
N 3.074 5.157 -3.756 0.0 -0.1 -0.1
C 3.208 6.332 -4.445 -0.1 0.1 0.0
H 4.414 6.861 -6.194 0.0 -0.1 0.0
H 5.207 4.270 -6.061 -0.1 0.1 0.1
H 3.893 3.194 -3.940 0.0 0.1 -0.1
H 2.488 5.019 -2.948 0.1 0.1 -0.1
H 2.660 7.214 -4.145 0.0 -0.1 0.0
C 4.125 11.415 -6.481 0.1 -0.2 -0.2
C 3.805 11.746 -5.141 0.0 0.0 0.3
C 3.766 10.574 -4.427 -0.1 0.0 0.0
N 4.045 9.545 -5.288 0.0 0.0 0.0
C 4.271 10.050 -6.541 0.0 0.0 0.0
H 4.237 12.098 -7.309 0.0 -0.1 0.1
H 3.625 12.734 -4.743 0.0 -0.1 0.0
H 3.562 10.382 -3.384 0.0 0.1 -0.1
H 4.080 8.568 -5.038 0.1 0.3 0.0
H 4.514 9.396 -7.365 0.0 0.1 0.1
C -3.534 -5.085 -3.292 -0.1 -0.2 0.1
C -2.259 -4.472 -3.209 0.3 0.0 0.1
C -1.390 -5.403 -2.693 0.1 0.1 0.0
N -2.095 -6.554 -2.458 0.0 0.0 0.0
C -3.402 -6.371 -2.825 -0.1 0.0 0.0
H -4.447 -4.636 -3.654 0.1 0.0 0.0
H -2.005 -3.462 -3.495 0.0 -0.1 0.0
H -0.335 -5.346 -2.473 -0.1 0.0 0.0
H -1.712 -7.404 -2.076 -0.1 0.1 -0.1
H -4.123 -7.167 -2.722 0.1 0.1 0.0
C -2.144 7.675 -6.427 0.1 -0.2 -0.2
C -1.876 8.568 -5.360 0.1 0.1 0.2
C -0.571 8.371 -4.979 0.0 0.0 0.1
N -0.043 7.387 -5.773 0.0 0.0 0.0
C -0.994 6.961 -6.662 0.0 -0.1 0.0
H -3.075 7.566 -6.964 0.1 0.0 0.0
H -2.561 9.278 -4.921 0.1 -0.1 0.0
H 0.025 8.843 -4.212 -0.1 0.0 -0.1
H 0.899 7.033 -5.713 -0.2 0.1 -0.1
H -0.771 6.188 -7.382 0.0 0.1 0.1
C 3.388 4.378 2.293 -0.2 -0.2 0.0
C 4.060 5.400 3.011 0.1 0.1 0.2
C 3.749 5.239 4.338 0.0 0.1 0.0
N 2.911 4.161 4.449 0.1 0.0 -0.1
C 2.690 3.627 3.207 -0.1 0.0 0.0
H 3.414 4.210 1.226 0.0 0.0 0.1
H 4.700 6.167 2.601 -0.1 -0.1 0.1
H 4.049 5.798 5.212 0.0 0.0 -0.1
H 2.518 3.815 5.309 0.1 0.1 -0.1
H 2.057 2.764 3.082 0.2 0.1 0.0
C -5.905 4.588 4.431 0.1 0.2 0.2
C -6.143 3.233 4.090 0.0 -0.3 0.0
C -5.622 2.461 5.099 0.0 -0.1 -0.1
N -5.074 3.299 6.034 0.0 0.0 0.0
C -5.248 4.599 5.637 0.0 0.1 0.0
H -6.186 5.460 3.858 0.0 -0.1 0.1
H -6.640 2.864 3.206 0.0 0.0 0.1
H -5.592 1.390 5.232 0.0 0.1 0.0
H -4.616 3.006 6.882 -0.1 0.1 -0.1
H -4.888 5.416 6.244 0.0 -0.1 -0.1
```
Forces are in eV/Å.

E_tot   -5443.44076 Ha
SMILES string   C=Cc1cc(CCCCS(=O)(=O)Cl)c(C(F)(F)F)c2c1Sc1cc(C[C@@H](O)CN)c([PH2]=O)c(Cc3ccccc3C)c1N2[C@@H](I)[C@H](C)I.c1cc[nH]c1.c1cc[nH]c1.c1cc[nH]c1.c1cc[nH]c1.c1cc[nH]c1.c1cc[nH]c1
2S+1   1
Maximum force   8.0 eV Å⁻¹